No. 1
The following is a DFT calculation (ωB97M-V/def2-TZVPD) of 2 unconnected molecules or ions with the total composition C4H7N3O4 in a non-equilibrium geometry.

Each line ends with the Mulliken charge.
Element x y z (Å)
O 1.51 -2.24 2.13  -0.310
O 3.98 1.94 0.74  -0.701
O 2.93 0.89 -0.81  -0.553
O 3.64 -2.94 2.14  -0.326
N -0.26 -0.07 1.67  -0.401
N 3.01 1.28 0.47  0.826
N 0.86 -0.43 -0.45  -0.525
C 2.58 -2.58 2.13  0.629
C 0.65 0.05 0.76  0.859
C 1.96 1.08 1.26  -0.634
C -0.14 -1.33 -1.02  -0.925
H -0.66 -1.86 -0.16  0.230
H -0.33 0.57 2.43  0.223
H 2.08 1.35 2.36  0.243
H -0.92 -0.90 1.88  0.225
H 2.13 0.19 -1.08  0.508
H 0.41 -2.03 -1.63  0.309
H -0.84 -0.62 -1.49  0.324

Calculated values
**SMILES**: C/N=C(N)/C=[N+](/[O-])O.O=C=O
**Energy relative to the best compared isomer or geometry (same formula, charge and spin)**: 124.4 kcal per mole
**Total energy**: -621.70485 Ha
**Kohn-Sham gap**: 8.75 eV


No. 2
The following is a DFT calculation (ωB97M-V/def2-TZVPD) of 8 unconnected molecules or ions with the total composition C18H50N2O8 in a non-equilibrium geometry.

Each line ends with the Mulliken charge.
Element x y z (Å)
O 17.00 -7.87 6.46  -0.489
O 22.33 -10.85 7.97  -0.651
O 16.05 -12.33 9.13  -0.789
O 18.91 -12.98 10.44  -0.591
O 22.00 -13.40 10.23  -0.619
O 18.71 -10.78 4.56  -0.623
O 19.35 -11.49 7.89  -0.457
O 16.99 -12.01 6.38  -0.628
N 17.90 -6.78 6.54  0.399
N 17.92 -12.67 11.44  0.853
C 18.27 -11.39 12.12  2.019
C 17.13 -11.06 13.09  -1.475
C 18.59 -14.50 13.06  -1.626
C 18.48 -7.25 8.92  -1.735
C 16.96 -14.93 11.24  -1.939
C 17.27 -5.49 6.29  1.916
C 19.96 -5.88 7.43  -1.288
C 17.52 -13.86 12.18  1.231
C 18.98 -7.07 7.46  1.329
C 19.57 -11.41 12.90  -1.897
C 18.38 -10.30 11.03  -1.689
C 16.16 -5.24 7.36  -1.754
C 16.64 -5.48 4.91  -2.212
C 18.30 -4.36 6.32  -1.425
C 19.80 -8.31 7.04  -1.294
C 19.28 -4.52 7.47  -0.759
C 16.34 -13.44 13.05  -1.191
C 16.64 -12.24 13.96  -0.795
H 17.40 -5.70 4.15  0.477
H 15.45 -13.15 12.47  0.328
H 22.59 -10.73 8.89  0.320
H 17.08 -8.18 5.55  0.352
H 17.89 -8.17 8.90  0.295
H 21.76 -13.14 9.33  0.318
H 19.22 -12.00 8.70  0.362
H 19.42 -14.87 12.44  0.370
H 17.72 -15.19 10.50  0.396
H 19.96 -8.29 5.96  0.479
H 15.25 -4.92 6.85  0.472
H 22.42 -14.26 10.14  0.292
H 16.60 -12.73 5.86  0.225
H 18.45 -11.32 7.58  0.181
H 16.36 -4.45 4.63  0.468
H 16.57 -15.83 11.70  0.425
H 17.43 -12.47 14.68  0.349
H 18.93 -13.91 13.91  0.287
H 18.28 -15.46 13.50  0.480
H 18.74 -4.39 8.41  0.264
H 15.98 -6.10 7.99  0.298
H 18.72 -4.14 5.33  0.452
H 16.45 -11.98 7.19  0.284
H 16.66 -12.33 9.90  0.264
H 17.84 -10.52 10.11  0.025
H 15.78 -6.13 4.80  0.440
H 15.76 -11.88 14.49  0.417
H 17.94 -9.41 11.49  0.491
H 19.32 -7.46 9.58  0.430
H 20.66 -5.94 6.59  0.442
H 15.99 -14.27 13.66  0.457
H 17.92 -6.40 9.31  0.407
H 19.40 -10.07 10.74  0.336
H 21.36 -10.88 7.99  0.279
H 20.08 -3.78 7.53  0.419
H 20.68 -5.98 8.24  0.471
H 18.20 -11.19 5.29  0.354
H 19.25 -9.18 7.38  0.050
H 19.56 -12.00 13.81  0.383
H 20.45 -11.64 12.28  0.353
H 16.31 -10.53 12.60  0.519
H 17.89 -3.35 6.43  0.443
H 19.61 -11.09 4.69  0.331
H 15.37 -11.69 9.36  0.283
H 19.83 -10.40 13.22  0.479
H 16.39 -4.44 8.07  0.316
H 17.43 -10.33 13.86  0.408
H 16.17 -14.48 10.62  0.350
H 20.73 -8.30 7.59  0.445
H 19.64 -13.31 10.99  0.416

Calculated values
**SMILES**: CC1(C)CCCC(C)(C)N1O.CC1(C)CCCC(C)(C)N1O.O.O.O.O.O.O
**Energy relative to the best compared isomer or geometry (same formula, charge and spin)**: 2.4 kcal per mole
**Total energy**: -1427.17596 Ha
**Kohn-Sham gap**: 7.97 eV


No. 3
The following is a DFT calculation (ωB97M-V/def2-TZVPD) of a molecular structure, C11H11CdN3OS2Se.

Each line ends with the Mulliken charge.
Element x y z (Å)
Cd 0.48 1.87 -2.13  0.926
Se 3.40 -1.68 -3.02  -0.244
S -0.14 3.35 2.01  -0.239
S -0.73 3.74 -0.99  -0.412
O -1.19 0.29 -1.88  -0.714
N 0.89 1.95 0.12  -0.532
N -2.32 -1.63 -1.54  0.076
N 1.78 0.75 -3.30  -0.584
C -3.35 -0.91 -0.80  -0.794
C 2.28 0.62 3.79  -0.438
C 2.74 -0.03 2.64  -0.601
C -2.36 -3.08 -1.73  -0.802
C 1.42 1.43 1.30  -0.445
C 0.07 2.95 0.33  0.705
C 2.43 -0.22 -3.19  0.257
C -1.30 -0.93 -2.03  0.032
C 0.97 2.07 2.45  0.861
C 2.31 0.36 1.39  -0.400
C 1.40 1.68 3.71  -0.494
H -3.30 -3.45 -1.32  0.259
H -1.54 -3.57 -1.22  0.335
H 2.66 -0.13 0.48  0.495
H -3.75 -0.09 -1.39  0.280
H -0.55 -1.52 -2.57  0.420
H -2.33 -3.34 -2.79  0.333
H -4.15 -1.60 -0.55  0.300
H 2.63 0.29 4.77  0.369
H 3.43 -0.85 2.73  0.384
H 1.05 2.18 4.60  0.382
H -2.94 -0.49 0.12  0.286

Calculated values
**Energy relative to the best compared isomer or geometry (same formula, charge and spin)**: 0.0 kcal per mole
**Total energy**: -4030.88358 Ha
**Kohn-Sham gap**: 8.26 eV


No. 4
The following is a DFT calculation (ωB97M-V/def2-TZVPD) of a molecular structure, C31H24CoN3O8P.

Each line ends with the Mulliken charge.
Element x y z (Å)
Co -0.03 -0.15 0.87  0.091
P 0.66 -0.69 -2.44  0.789
O -1.92 -0.88 1.87  -1.017
O 1.26 -0.30 2.31  -0.458
O -6.01 0.70 -0.03  -0.659
O 0.06 -6.93 -1.33  -0.770
O -4.94 -0.84 2.24  -0.667
O 2.14 0.24 4.30  -0.800
O -1.27 0.44 -0.42  -0.072
O -3.77 1.29 -1.87  -0.699
N 0.29 -2.15 0.40  0.233
N -0.60 1.52 2.39  -0.284
N 2.09 -6.86 -0.30  -0.533
C 2.66 -4.05 -3.61  -0.736
C 1.35 0.41 3.37  0.625
C -0.62 -2.86 -0.33  -0.041
C 2.83 2.73 -0.19  -0.902
C 0.86 -6.25 -0.67  0.312
C 3.25 -1.83 -2.05  -0.325
C -0.73 1.69 -5.41  -0.637
C -4.85 0.39 0.13  0.351
C 1.94 1.90 0.48  -0.228
C 1.53 0.65 -1.52  0.997
C 0.66 -4.91 -0.23  0.916
C 1.12 0.54 -6.40  -0.690
C 1.56 -4.18 0.60  -1.056
C 1.73 -3.03 -3.47  -0.401
C -3.69 0.74 -0.79  -0.272
C 1.35 -2.87 0.88  -0.673
C 0.09 1.45 -6.51  -0.412
C -0.52 1.02 -4.22  -0.505
C -0.49 -4.17 -0.65  -1.216
C 2.02 -1.90 -2.70  0.351
C 3.89 -3.96 -2.96  -0.489
C 3.08 2.52 -1.54  -0.797
C 0.39 1.60 3.45  -0.782
C 4.17 -2.85 -2.18  -0.619
C 1.29 0.86 -0.16  0.293
C -4.29 -0.38 1.32  -0.125
C -2.83 -0.40 1.12  1.104
C 1.35 -0.12 -5.19  0.007
C -2.51 0.28 -0.07  0.741
C 0.54 0.11 -4.09  -0.270
C 2.43 1.48 -2.19  0.177
H -1.17 1.20 -3.37  0.444
H -0.02 1.65 4.46  0.378
H 3.48 -0.98 -1.42  0.299
H 1.00 2.50 3.31  0.353
H 1.77 0.34 -7.25  0.382
H 2.03 -2.31 1.51  0.484
H 2.17 -0.82 -5.11  0.325
H -1.04 2.41 2.19  0.209
H -1.25 -4.67 -1.24  0.415
H -1.34 0.86 2.63  0.208
H -1.48 -2.29 -0.67  0.313
H 2.40 -4.93 -4.19  0.370
H 2.62 1.32 -3.24  0.384
H -0.09 1.97 -7.45  0.340
H 3.77 3.16 -2.08  0.379
H 3.32 3.54 0.34  0.383
H 1.76 2.08 1.54  0.125
H -1.55 2.40 -5.49  0.432
H 4.61 -4.77 -3.06  0.365
H 2.88 -6.23 -0.29  0.231
H 2.25 -7.68 -0.87  0.261
H 0.76 -3.12 -3.93  0.393
H 5.12 -2.79 -1.66  0.352
H 2.43 -4.66 1.05  0.323

Calculated values
**Energy relative to the best compared isomer or geometry (same formula, charge and spin)**: 0.7 kcal per mole
**Total energy**: -3686.13186 Ha
**Net charge**: -2
**Kohn-Sham gap (alpha / beta)**: 4.35 / 6.80 eV
**2S+1**: 4